(1)
Computed, not measured: a single CF2O3S molecule in a non-equilibrium geometry, with ωB97M-V with the def2-TZVPD basis set.

- Frontier orbital gap (alpha / beta): 7.4 / 7.0 eV
- ΔE to the lowest compared entry with this formula, charge and spin: 39.47 kcal/mol
- LUMO level (alpha / beta): 0.00727 / -0.19643 hartree

```
! wB97M-V def2-TZVPD RIJCOSX def2/J DEFGRID3
* xyz 0 3
C -1.145 -0.051 0.015
O -0.187 0.137 -0.863
O 1.758 -1.177 0.183
O -1.090 -0.432 1.123
F -2.309 0.284 -0.587
F 1.459 1.215 0.644
S 1.512 0.024 -0.514
*
```

(2)
Computed, not measured: a molecular structure, CF3HgMgNO4S3 in a non-equilibrium geometry, with ωB97M-V with the def2-TZVPD basis set.

- Frontier orbital gap: 5.1 eV
- ΔE to the lowest compared entry with this formula, charge and spin: 0.00 kcal/mol
- LUMO level: -0.10242 hartree

```
! wB97M-V def2-TZVPD RIJCOSX def2/J DEFGRID3
* xyz 0 1
Hg 1.001 -1.055 0.498
N -0.528 -0.778 1.579
S -1.552 0.272 1.334
O -1.424 1.335 0.231
C -3.063 -0.543 0.599
F -4.004 -0.667 1.523
F -2.716 -1.753 0.146
F -3.541 0.139 -0.435
Mg -0.452 1.237 -1.415
S 1.543 2.435 -2.933
O 0.054 1.837 -3.280
S 2.581 1.160 -1.479
O 1.266 0.415 -0.839
O -1.985 1.076 2.521
*
```

(3)
Computed, not measured: a single CF3O2P molecule in a non-equilibrium geometry, with ωB97M-V with the def2-TZVPD basis set.

- Frontier orbital gap: 10.6 eV
- ΔE to the lowest compared entry with this formula, charge and spin: 2.40 kcal/mol
- LUMO level: -0.03448 hartree

```
! wB97M-V def2-TZVPD RIJCOSX def2/J DEFGRID3
* xyz 0 1
C 0.033 0.696 -0.506
O -0.292 -2.569 1.471
O -0.065 -0.663 -0.018
F -1.036 1.460 -0.361
F 0.382 0.705 -1.764
F 0.990 1.294 0.132
P 0.074 -1.171 1.606
*
```

(4)
Computed, not measured: a gas-phase ion, CF3O2S (charge -1), with ωB97M-V with the def2-TZVPD basis set.

- Frontier orbital gap: 8.7 eV
- ΔE to the lowest compared entry with this formula, charge and spin: 0.00 kcal/mol
- LUMO level: 0.15737 hartree

```
! wB97M-V def2-TZVPD RIJCOSX def2/J DEFGRID3
* xyz -1 1
C -1.375 0.056 -0.599
O 1.249 1.451 0.140
O 1.580 -0.703 -1.061
F -1.709 -1.113 -0.011
F -1.652 0.951 0.366
F 1.100 -0.738 1.301
S 0.806 0.095 -0.136
*
```

(5)
Computed, not measured: a molecular structure, CF3OSSr in a non-equilibrium geometry, with ωB97M-V with the def2-TZVPD basis set.

- Frontier orbital gap (alpha / beta): 5.7 / 6.1 eV
- ΔE to the lowest compared entry with this formula, charge and spin: 80.48 kcal/mol
- LUMO level (alpha / beta): -0.02938 / -0.04246 hartree

```
! wB97M-V def2-TZVPD RIJCOSX def2/J DEFGRID3
* xyz 0 2
Sr 2.801 -0.679 0.748
S -0.344 -0.001 -1.129
O 0.606 -0.870 -0.271
C -1.662 0.274 -0.155
F -1.864 -0.367 0.932
F -2.725 0.796 -0.650
F -1.062 2.823 1.430
*
```

(6)
Computed, not measured: a molecular structure, CF4LaNO2S2 in a non-equilibrium geometry, with ωB97M-V with the def2-TZVPD basis set.

- Frontier orbital gap: 4.9 eV
- LUMO level: -0.42976 hartree

```
! wB97M-V def2-TZVPD RIJCOSX def2/J DEFGRID3
* xyz 2 1
La 0.100 -3.507 0.950
F 2.360 -1.428 1.343
N 0.659 0.899 0.418
S 1.727 0.539 1.554
O 2.740 1.595 1.571
S -0.839 0.260 0.440
O -0.768 -1.265 0.202
C -1.387 0.661 -1.329
F -2.695 0.469 -1.357
F -1.073 1.914 -1.579
F -0.822 -0.137 -2.212
*
```

(7)
Computed, not measured: a molecular structure, CF4NO in a non-equilibrium geometry, with ωB97M-V with the def2-TZVPD basis set.

- Frontier orbital gap: 12.3 eV
- ΔE to the lowest compared entry with this formula, charge and spin: 52.88 kcal/mol
- LUMO level: -0.28167 hartree

```
! wB97M-V def2-TZVPD RIJCOSX def2/J DEFGRID3
* xyz 1 1
C -0.134 -0.706 0.614
N 0.041 0.284 -0.514
O -0.018 -1.824 0.732
F -0.278 0.500 1.824
F -1.013 0.996 -0.810
F 1.038 1.139 -0.281
F 0.363 -0.388 -1.566
*
```

(8)
Computed, not measured: a molecular structure, CFN2O in a non-equilibrium geometry, with ωB97M-V with the def2-TZVPD basis set.

- Frontier orbital gap: 6.6 eV
- ΔE to the lowest compared entry with this formula, charge and spin: 5.29 kcal/mol
- LUMO level: 0.08235 hartree

```
! wB97M-V def2-TZVPD RIJCOSX def2/J DEFGRID3
* xyz -1 1
C 1.818 0.214 -0.172
N 2.492 -0.672 0.170
N -1.840 0.466 -0.309
O -0.890 0.561 0.374
F -2.725 -0.848 0.100
*
```

(9)
Computed, not measured: a single CFN3O2 molecule in a non-equilibrium geometry, with ωB97M-V with the def2-TZVPD basis set.

- Frontier orbital gap: 10.4 eV
- ΔE to the lowest compared entry with this formula, charge and spin: 19.82 kcal/mol
- LUMO level: -0.01359 hartree

```
! wB97M-V def2-TZVPD RIJCOSX def2/J DEFGRID3
* xyz 0 1
C -0.817 0.773 1.451
N -0.568 0.604 0.301
N -0.311 0.196 -0.951
N 0.556 -0.605 -1.208
O -1.092 1.168 2.498
O 1.121 -1.000 -2.172
F 1.111 -1.136 0.082
*
```

(10)
Computed, not measured: a single CFNO4 molecule in a non-equilibrium geometry, with ωB97M-V with the def2-TZVPD basis set.

- Frontier orbital gap: 11.5 eV
- ΔE to the lowest compared entry with this formula, charge and spin: 0.50 kcal/mol
- LUMO level: -0.02252 hartree

```
! wB97M-V def2-TZVPD RIJCOSX def2/J DEFGRID3
* xyz 0 1
C 1.102 -0.563 0.271
N -1.218 0.537 -0.319
O -0.868 1.571 0.044
O 1.862 -1.451 0.340
O -2.160 0.059 -0.769
O -0.119 -0.621 -0.187
F 1.434 0.686 0.682
*
```

(11)
Computed, not measured: 2 unconnected molecules or ions with the total composition CFO3 in a non-equilibrium geometry, with ωB97M-V with the def2-TZVPD basis set.

- Frontier orbital gap: 5.6 eV
- ΔE to the lowest compared entry with this formula, charge and spin: 28.69 kcal/mol
- LUMO level: 0.12538 hartree

```
! wB97M-V def2-TZVPD RIJCOSX def2/J DEFGRID3
* xyz -1 1
C -0.944 -0.568 -0.922
O -1.483 -0.921 0.000
O -0.529 -0.256 -1.953
O 1.861 1.330 1.035
F 1.096 0.416 1.840
*
```

(12)
Computed, not measured: a molecular structure, CH10CdO8 in a non-equilibrium geometry, with ωB97M-V with the def2-TZVPD basis set.

- Frontier orbital gap: 5.3 eV
- ΔE to the lowest compared entry with this formula, charge and spin: 8.58 kcal/mol
- LUMO level: -0.04279 hartree

```
! wB97M-V def2-TZVPD RIJCOSX def2/J DEFGRID3
* xyz 0 1
Cd 0.002 0.050 0.128
C -0.537 -2.152 1.544
O -1.566 -1.267 1.009
O -0.786 -3.380 1.751
O 0.667 -1.669 1.369
O 1.016 1.034 -1.680
H 1.878 0.591 -1.891
H 0.594 0.909 -2.523
O 0.101 -1.621 -1.426
H -0.609 -2.289 -1.579
H 0.521 -1.636 -2.303
O -1.598 1.139 -1.114
H -2.356 0.820 -1.568
H -1.090 1.661 -1.704
O 1.741 1.001 1.191
H 2.114 1.747 0.700
H 2.514 0.579 1.612
O -0.868 1.532 1.770
H -0.310 1.979 2.414
H -1.429 0.973 2.298
*
```

(13)
Computed, not measured: 2 unconnected molecules or ions with the total composition CH10N3 in a non-equilibrium geometry, with ωB97M-V with the def2-TZVPD basis set.

- Frontier orbital gap (alpha / beta): 4.0 / 10.6 eV
- ΔE to the lowest compared entry with this formula, charge and spin: 5.24 kcal/mol
- LUMO level (alpha / beta): 0.03430 / 0.01988 hartree

```
! wB97M-V def2-TZVPD RIJCOSX def2/J DEFGRID3
* xyz 0 2
N 0.385 -2.166 0.912
H 0.609 -2.214 1.897
H -0.619 -2.358 0.878
H 0.645 -0.443 -0.026
H 0.820 -2.932 0.425
N -0.928 1.741 0.428
C -0.499 1.160 -0.789
N 0.705 0.278 -0.772
H -0.366 2.350 1.009
H -1.482 1.167 1.022
H -1.336 0.549 -1.129
H -0.364 1.934 -1.532
H 1.487 0.944 -0.551
H 0.941 -0.009 -1.769
*
```

(14)
Computed, not measured: 3 unconnected molecules or ions with the total composition CH10N3O2 in a non-equilibrium geometry, with ωB97M-V with the def2-TZVPD basis set.

- Frontier orbital gap: 11.9 eV
- ΔE to the lowest compared entry with this formula, charge and spin: 37.81 kcal/mol
- LUMO level: -0.10616 hartree

```
! wB97M-V def2-TZVPD RIJCOSX def2/J DEFGRID3
* xyz 1 1
N 0.826 -0.422 -1.201
C 0.225 -1.163 -0.265
N -0.496 -0.731 0.788
N 0.200 -2.488 -0.632
H 0.937 0.702 -1.012
H 1.415 -0.774 -1.928
H -0.838 -1.416 1.389
H -0.271 0.125 1.187
H 0.256 -2.879 -1.477
H -0.679 -2.915 -0.272
H -1.178 2.361 2.547
H 0.232 1.905 2.744
O -0.519 1.638 2.325
H -0.723 2.625 -0.750
H 0.182 2.522 -2.097
O -0.030 2.137 -1.253
*
```

(15)
Computed, not measured: 2 unconnected molecules or ions with the total composition CH10N3Si in a non-equilibrium geometry, with ωB97M-V with the def2-TZVPD basis set.

- Frontier orbital gap: 11.2 eV
- ΔE to the lowest compared entry with this formula, charge and spin: 37.96 kcal/mol
- LUMO level: -0.14865 hartree

```
! wB97M-V def2-TZVPD RIJCOSX def2/J DEFGRID3
* xyz 1 1
C -0.745 0.060 -0.070
N -0.253 1.488 -0.146
N 0.164 -0.773 0.314
N 2.751 -0.266 0.074
Si -2.700 -0.324 0.062
H -0.854 1.866 -0.905
H 0.771 1.537 -0.342
H 1.125 -0.562 0.231
H -0.242 -1.759 0.332
H 2.768 0.721 -0.269
H 3.368 -0.701 -0.629
H 3.203 -0.350 1.007
H -3.366 -0.460 -1.221
H -2.803 -1.363 0.991
H -3.187 0.886 0.572
*
```

(16)
Computed, not measured: 3 unconnected molecules or ions with the total composition CH10N6 in a non-equilibrium geometry, with ωB97M-V with the def2-TZVPD basis set.

- Frontier orbital gap: 7.1 eV
- ΔE to the lowest compared entry with this formula, charge and spin: 111.86 kcal/mol
- LUMO level: -0.30365 hartree

```
! wB97M-V def2-TZVPD RIJCOSX def2/J DEFGRID3
* xyz 2 1
C -4.485 -7.043 -2.394
N -3.167 -7.334 -1.434
N -5.290 -6.500 -3.159
N 2.258 3.424 0.777
N 0.120 4.278 0.921
N 4.337 3.619 2.198
N 1.379 4.183 1.210
H -2.972 -8.359 -1.338
H -6.153 -6.282 -2.707
H -4.860 -6.342 -4.125
H 3.328 3.636 1.895
H 1.972 2.858 0.065
H -0.145 3.790 0.009
H -0.433 5.042 1.263
H 4.948 3.929 1.442
H 4.391 4.369 2.895
H 4.771 2.733 2.483
*
```

(17)
Computed, not measured: 3 unconnected molecules or ions with the total composition CH10NO2 in a non-equilibrium geometry, with ωB97M-V with the def2-TZVPD basis set.

- Frontier orbital gap: 13.0 eV
- ΔE to the lowest compared entry with this formula, charge and spin: 4.35 kcal/mol
- LUMO level: -0.11591 hartree

```
! wB97M-V def2-TZVPD RIJCOSX def2/J DEFGRID3
* xyz 1 1
C -0.538 -0.825 0.786
N 0.513 -0.101 -0.039
H -0.295 -0.599 1.814
H -0.417 -1.903 0.646
H -1.513 -0.527 0.434
H 0.521 0.870 0.288
H 1.424 -0.476 0.223
H 0.357 -0.288 -1.041
H -0.531 2.571 2.208
H 0.880 2.818 1.671
O 0.136 2.201 1.618
H -0.014 -2.006 -2.726
H -0.601 -0.689 -3.232
O 0.078 -1.047 -2.649
*
```

(18)
Computed, not measured: a molecular structure, CH10NP5 in a non-equilibrium geometry, with ωB97M-V with the def2-TZVPD basis set.

- Frontier orbital gap: 8.6 eV
- ΔE to the lowest compared entry with this formula, charge and spin: 28.80 kcal/mol
- LUMO level: 0.01394 hartree

```
! wB97M-V def2-TZVPD RIJCOSX def2/J DEFGRID3
* xyz 0 1
C 1.201 -1.309 0.706
N 0.075 -0.403 1.156
P 0.605 2.718 0.420
P -0.601 -0.097 -2.429
P -1.554 -0.414 0.726
P 0.657 1.149 1.998
P -1.418 -1.742 -1.316
H 0.746 -2.265 0.694
H 1.376 -1.118 -0.380
H 1.944 -1.083 1.367
H 0.930 3.942 1.096
H 1.930 2.487 -0.124
H -1.118 -0.225 -3.807
H 0.665 -0.779 -2.835
H -2.290 -1.659 1.217
H -2.464 -0.628 -0.854
H -0.686 1.425 2.366
*
```

(19)
Computed, not measured: a molecular structure, CH10Na2O9 in a non-equilibrium geometry, with ωB97M-V with the def2-TZVPD basis set.

- Frontier orbital gap: 3.2 eV
- LUMO level: 0.12960 hartree

```
! wB97M-V def2-TZVPD RIJCOSX def2/J DEFGRID3
* xyz -2 1
Na 1.279 -1.397 -2.148
Na -1.727 0.351 0.301
O 0.471 0.482 -0.629
H 0.238 -0.271 -0.066
O 1.450 -1.148 2.764
H 1.742 -0.924 1.876
C -1.692 -2.404 -1.037
O -2.262 -2.049 0.080
O -0.439 -2.752 -1.048
O -2.352 -2.363 -2.152
O -0.505 1.321 -3.010
H -1.373 1.306 -2.606
H 0.112 1.175 -2.258
O 0.224 3.004 0.401
H -0.642 2.994 0.817
H 0.302 2.117 -0.062
O 3.038 0.885 -0.095
H 2.091 0.812 -0.385
H 3.087 0.341 0.701
O -1.240 -0.439 2.523
H -0.326 -0.853 2.618
H -1.479 -0.188 3.417
*
```

(20)
Computed, not measured: 4 unconnected molecules or ions with the total composition CH10O3S2 in a non-equilibrium geometry, with ωB97M-V with the def2-TZVPD basis set.

- Frontier orbital gap: 8.9 eV
- ΔE to the lowest compared entry with this formula, charge and spin: 23.12 kcal/mol
- LUMO level: 0.01318 hartree

```
! wB97M-V def2-TZVPD RIJCOSX def2/J DEFGRID3
* xyz 0 1
C 2.160 -0.036 -0.553
S 2.654 1.511 -1.256
S 1.030 2.769 -0.751
H 1.761 0.176 0.444
H 3.001 -0.725 -0.552
H 1.330 -0.613 -0.975
H 1.767 3.886 -0.640
H -4.858 -4.356 0.468
H -3.776 -3.350 0.724
O -4.011 -4.258 0.909
H -2.823 -2.441 3.605
H -1.839 -1.349 3.644
O -2.750 -1.504 3.452
H -0.461 -1.187 -0.968
H -1.494 -2.167 -1.204
O -1.356 -1.380 -0.648
*
```